[1]
{
  "formula": "C4H25N2O7S",
  "method": "wB97M-V/def2-TZVPD",
  "species": ["C", "N", "C", "N", "C", "C", "S", "H", "H", "H", "H", "H", "H", "H", "H", "H", "H", "H", "H", "H", "O", "H", "H", "O", "H", "H", "O", "H", "H", "O", "H", "H", "O", "H", "H", "O", "H", "H", "O"],
  "positions_angstrom": [[1.4650, 3.0076, 1.1711], [0.7442, 2.4774, 2.3238], [-0.7201, 2.4192, 2.2297], [-1.3354, 1.1233, 2.3586], [1.7339, 2.1101, -0.0625], [0.7743, 2.3183, -1.1915], [0.9964, 1.1888, -2.7230], [0.8805, 3.8836, 0.8834], [2.4592, 3.2684, 1.5463], [1.0645, 1.5467, 2.5653], [-1.0967, 2.9358, 1.3517], [-1.1322, 2.9932, 3.0787], [-0.9478, 0.5866, 3.1267], [-1.1627, 0.5107, 1.5703], [1.5365, 1.0606, 0.2162], [2.8034, 2.1556, -0.3126], [-0.3075, 2.3882, -0.9771], [0.9970, 3.2620, -1.7154], [0.7348, -2.6134, -0.7848], [-0.7000, -3.0230, -0.3926], [0.2334, -3.3295, -0.3020], [-4.1459, -0.7718, 0.7260], [-3.9309, -0.4394, -0.7345], [-4.2436, -1.1600, -0.1561], [-3.0631, -2.2462, -0.2040], [-2.7238, -3.6540, 0.1755], [-2.4008, -2.9588, -0.4226], [0.1850, -2.8908, 1.2510], [1.3846, -2.9009, 2.2684], [0.4685, -2.6487, 2.1834], [1.3683, -0.6815, -2.1673], [1.6852, -2.2137, -2.6047], [1.5355, -1.6538, -1.8387], [-2.2321, -0.3585, -1.7333], [-2.1774, 0.9441, -2.4781], [-2.8100, 0.3749, -1.9804], [3.1817, -1.9360, 0.8061], [2.5768, -1.6559, 2.2344], [3.3020, -1.4740, 1.6356]],
  "mulliken_charge": [-0.94, -0.37, -0.48, -0.63, 0.15, -0.74, -0.61, 0.48, 0.31, 0.24, 0.35, 0.27, 0.23, 0.28, 0.00, 0.34, 0.15, 0.26, 0.50, 0.39, -0.82, 0.36, 0.41, -0.72, 0.35, 0.30, -0.69, 0.46, 0.23, -0.71, 0.10, 0.24, -0.59, 0.31, 0.30, -0.72, 0.32, 0.30, -0.62],
  "fmax_ev_per_a": 3.165,
  "lumo_ev": 2.804,
  "de_lowest_ev": 0.711,
  "e_tot_ev": -32703.246,
  "gap_ev": 6.6,
  "total_charge": -1,
  "spin_multiplicity": 1,
  "e_homo_ev": -3.8051
}

[2]
{
  "formula": "C4H8N2",
  "method": "wB97M-V/def2-TZVPD",
  "species": ["C", "C", "C", "C", "H", "H", "H", "H", "H", "H", "H", "H", "N", "N"],
  "positions_angstrom": [[1.6083, -0.2981, -1.2700], [1.1843, -0.0953, 0.1526], [2.1574, 0.2843, 1.1161], [-0.1971, -0.0625, 0.4652], [1.4227, -1.3582, -1.6552], [2.7132, -0.0026, -1.3802], [0.7609, 0.3791, -1.9597], [-1.3506, 0.1093, -1.3504], [1.6586, 0.0333, 2.1415], [-0.5175, -0.0171, 1.5804], [-3.1195, -0.5602, 0.4885], [-2.5349, 1.1578, 0.5794], [-1.2983, -0.1194, -0.2549], [-2.6376, 0.3034, 0.0795]],
  "mulliken_charge": [-0.98, 0.40, -0.45, -0.16, 0.25, 0.34, 0.13, 0.32, 0.11, 0.25, 0.27, 0.26, -0.13, -0.61],
  "fmax_ev_per_a": 6.359,
  "lumo_ev": 0.146,
  "de_lowest_ev": 6.098,
  "e_tot_ev": -7251.778,
  "gap_ev": 7.8,
  "total_charge": 0,
  "spin_multiplicity": 1,
  "e_homo_ev": -7.6606
}